The following is a DFT calculation (ωB97M-V/def2-TZVPD) of a structure of composition C2H3NOS3.

Last column: Mulliken charge in e.
Atoms and positions in Å:
C (1.535, -0.415, -0.222)  0.67
C (0.062, -0.077, -0.208)  -1.02
N (2.261, 0.242, -1.047)  -0.44
O (3.690, -1.582, -0.057)  -0.35
S (2.255, -1.622, 0.732)  0.09
S (4.341, 1.427, 0.514)  -0.21
S (3.938, 0.077, -0.762)  0.34
H (-0.269, 0.546, -1.046)  0.31
H (-0.026, 0.719, 0.719)  0.24
H (-0.760, -0.783, -0.152)  0.36

Output
HOMO level	-0.33966	Eh
ΔE to the lowest compared entry with this formula, charge and spin	35.9	kcal/mol
M	153.3	g/mol
frontier orbital gap	8.8693	eV
LUMO level	-0.373	eV


The following is a DFT calculation (ωB97M-V/def2-TZVPD) of the molecule C2H3NP2.

Last column: Mulliken charge in e.
Atoms and positions in Å:
C (0.917, 0.310, -0.324)  -0.05
N (0.106, 1.299, -0.080)  -0.48
P (-1.493, 0.835, 0.049)  0.02
P (-1.189, -1.257, 0.116)  -0.04
C (0.520, -1.003, -0.339)  -0.29
H (1.934, 0.497, -0.229)  0.39
H (-2.011, 1.097, 1.475)  0.12
H (1.217, -1.778, -0.668)  0.33

Output
HOMO level	-0.33945	Eh
ΔE to the lowest compared entry with this formula, charge and spin	7.5	kcal/mol
SMILES string	C1=N[PH]#P=C1
M	103.0	g/mol
frontier orbital gap	8.1928	eV
LUMO level	-1.044	eV


The following is a DFT calculation (ωB97M-V/def2-TZVPD) of a cluster of 2 separate species, C2H3NP2 in total.

Last column: Mulliken charge in e.
Atoms and positions in Å:
C (-0.920, -0.881, 0.145)  -0.05
C (0.765, 0.914, -0.348)  -0.14
N (-0.307, -1.294, -0.885)  -0.49
P (0.866, -0.280, -1.550)  0.04
P (-0.577, 0.799, 0.802)  -0.07
H (-1.654, -1.526, 0.613)  0.41
H (1.744, 2.011, -0.689)  0.24
H (0.083, 0.257, 1.912)  0.07

Output
HOMO level	-0.33962	Eh
ΔE to the lowest compared entry with this formula, charge and spin	40.8	kcal/mol
M	103.0	g/mol
frontier orbital gap	8.8455	eV
LUMO level	-0.396	eV


Which of these has the lowest LUMO level? number 2